Molecular formula: C4H14NO
Method: DFT, ωB97M-V with the def2-TZVPD basis set

The geometry in XYZ format:
```
20
Properties=species:S:1:pos:R:3:lowdin_charge:R:1
C -0.284 -1.707 -0.450 -0.240
C -1.283 -0.475 -0.321 -0.150
C -0.899 0.846 -1.147 -0.252
C 0.102 1.785 -0.504 -0.149
N 1.026 -1.410 -0.095 0.135
H -0.281 -2.194 -1.480 0.159
H -0.581 -2.611 0.195 0.156
H -1.410 -0.451 0.872 0.148
H -2.287 -0.781 -0.710 0.115
H -1.828 1.532 -1.450 0.157
H -0.421 0.510 -2.124 0.117
H 0.306 2.712 -1.192 0.129
H -0.394 2.130 0.447 0.092
H 0.996 1.460 -0.214 -0.013
H 1.162 -0.611 -0.669 0.118
H 1.407 -1.148 0.944 0.240
H 1.727 -2.087 -0.415 0.181
H 0.172 0.921 2.790 0.068
H 1.705 0.787 3.113 0.043
O 1.065 0.794 2.410 -0.055
```

Results
E_LUMO, Eh: -0.12830
Frontier orbital gap, eV: 11.6657
ΔE to the lowest compared entry with this formula, charge and spin, kcal/mol: 54.2
Total charge: +1